(P)
{
  "formula": "C7H15NO2",
  "method": "the ωB97M-V functional and the def2-TZVPD basis",
  "symbols": ["H", "N", "C", "C", "C", "O", "H", "H", "H", "H", "C", "C", "C", "C", "O", "H", "H", "H", "H", "H", "H", "H", "H", "H", "H"],
  "coordinates": [[1.11987, -2.99746, -0.82774], [1.34093, -2.63679, 0.09868], [0.35316, -2.25463, 0.78591], [0.53517, -1.68497, 2.14316], [-1.04986, -2.28860, 0.25191], [-1.97218, -1.63445, 0.65530], [0.25243, -0.63185, 2.10234], [-0.12838, -2.17809, 2.85070], [1.56891, -1.78289, 2.45663], [-1.16726, -2.97115, -0.61944], [1.39613, 1.44996, -0.21291], [-0.11507, 1.33073, -0.41793], [-0.72567, 2.69259, -0.77086], [-0.41519, 0.33333, -1.54198], [-0.63675, 0.88430, 0.82425], [1.87304, 1.82746, -1.11269], [1.81374, 0.47620, 0.03058], [1.59913, 2.12835, 0.61110], [-0.27273, 3.09355, -1.67337], [-1.79845, 2.59708, -0.93099], [-0.55852, 3.38995, 0.04936], [-0.06882, 0.72916, -2.49268], [-1.48666, 0.14826, -1.61342], [0.09192, -0.61038, -1.35559], [-1.54887, 0.59036, 0.70967]],
  "smiles": "[H]/N=C(/C)C=O.CC(C)(C)O",
  "homo_lumo_gap_ev": 9.80,
  "homo_energy_ev": -9.899,
  "lumo_ev": -0.1
}


(Q)
{
  "formula": "C7H15NO2",
  "method": "the ωB97M-V functional and the def2-TZVPD basis",
  "symbols": ["C", "C", "C", "C", "C", "O", "C", "C", "N", "O", "H", "H", "H", "H", "H", "H", "H", "H", "H", "H", "H", "H", "H", "H", "H"],
  "coordinates": [[0.54659, -1.98273, 0.26678], [1.24154, -0.71849, -0.22605], [2.54447, -0.49806, 0.54131], [0.26886, 0.57962, -0.14885], [-0.33639, 0.75921, 1.24150], [0.99827, 1.74045, -0.49913], [-0.76509, 0.41698, -1.26076], [-2.23648, 0.11212, -0.74808], [-3.04977, 1.19366, -0.68722], [-2.62814, -0.98856, -0.42022], [1.13410, -2.85930, -0.00255], [-0.45644, -2.07071, -0.14246], [0.44990, -1.96772, 1.35061], [1.50586, -0.84603, -1.28154], [3.16036, -1.39357, 0.47114], [3.12318, 0.32357, 0.12193], [2.35745, -0.29917, 1.59528], [-0.95751, -0.08635, 1.51711], [-0.93348, 1.66976, 1.26142], [0.44855, 0.84683, 1.99086], [1.63491, 1.92916, 0.19886], [-0.52213, -0.38414, -1.95535], [-0.78798, 1.34324, -1.83366], [-2.73545, 2.10677, -0.96187], [-4.00521, 1.07344, -0.38906]],
  "smiles": "CC(C)[C@@](C)(O)CC(N)=O",
  "homo_lumo_gap_ev": 10.54,
  "homo_energy_ev": -9.719,
  "lumo_ev": 0.8
}


Referenced to the most stable arrangement, the calculated values in kJ/mol are (P) 128.2; (Q) 0.0.


(P)
{
  "formula": "C7H15NO2",
  "method": "the ωB97M-V functional and the def2-TZVPD basis",
  "symbols": ["C", "C", "O", "N", "C", "C", "C", "C", "C", "H", "H", "H", "H", "H", "H", "H", "H", "H", "H", "H", "H", "H", "O", "H", "H"],
  "coordinates": [[1.81404, 2.47728, -0.74901], [0.63233, 1.73911, -0.16743], [-0.07155, 2.25757, 0.69258], [0.63201, 0.27904, -0.34265], [-0.02541, -0.67197, 0.54750], [0.72772, -0.79836, 1.86732], [-1.55395, -0.49229, 0.73104], [-1.73655, -2.00552, 0.48470], [-0.31050, -2.04837, -0.10684], [1.52951, 3.16435, -1.55498], [2.31292, 3.03999, 0.04998], [2.53260, 1.74597, -1.14380], [1.41651, -0.09704, -0.86374], [0.65299, 0.13312, 2.44426], [0.30922, -1.61499, 2.47232], [1.78901, -1.01764, 1.67973], [-1.88195, -0.08321, 1.69501], [-1.98791, 0.11229, -0.07554], [-1.81875, -2.57615, 1.41903], [-2.55588, -2.30341, -0.18118], [-0.32205, -1.97915, -1.20304], [0.34777, -2.87525, 0.19242], [-1.13112, 1.41586, -2.49294], [-0.67811, 0.54523, -2.12130], [-0.62287, 1.65355, -3.27344]],
  "smiles": "CC(=O)NC1(C)CCC1.O",
  "homo_lumo_gap_ev": 10.01,
  "homo_energy_ev": -9.362,
  "lumo_ev": 0.6
}


(Q)
{
  "formula": "C7H15NO2",
  "method": "the ωB97M-V functional and the def2-TZVPD basis",
  "symbols": ["C", "C", "C", "N", "C", "O", "H", "H", "H", "H", "H", "H", "H", "H", "H", "C", "C", "C", "O", "H", "H", "H", "H", "H", "H"],
  "coordinates": [[-0.06655, 1.72001, 0.06918], [-1.17426, 1.38852, 1.00899], [-0.30874, 0.46186, -1.61072], [0.02564, 2.96757, -0.42507], [-1.57401, 0.39685, -2.03688], [0.69337, 0.81492, -2.49005], [1.51546, 0.44968, -2.13228], [0.88067, 1.22914, 0.27471], [0.79271, 3.16548, -1.05213], [-0.83002, 3.46000, -0.64176], [-2.12784, 1.80175, 0.67995], [-0.92891, 1.80689, 1.99069], [-1.25450, 0.30830, 1.12826], [-2.36835, 0.17069, -1.33991], [-1.83816, 0.53815, -3.07753], [1.93697, -2.45302, 1.61086], [0.82560, -1.87404, 0.76752], [-0.44709, -2.31340, 0.86830], [1.23576, -0.91209, -0.04825], [0.25299, -0.31772, -0.75148], [2.40916, -1.66068, 2.19720], [2.70699, -2.87223, 0.95885], [1.57875, -3.23075, 2.28505], [-0.71153, -3.10324, 1.55516], [-1.22412, -1.94263, 0.21133]],
  "homo_lumo_gap_ev": 7.05,
  "homo_energy_ev": -7.380,
  "lumo_ev": -0.3
}


Referenced to the most stable arrangement, the calculated values in kJ/mol are (P) 0.0; (Q) 328.0.


(P)
{
  "formula": "H10LiO5",
  "method": "the ωB97M-V functional and the def2-TZVPD basis",
  "symbols": ["Li", "O", "H", "H", "O", "H", "H", "O", "H", "H", "O", "H", "H", "O", "H", "H"],
  "coordinates": [[-0.00475, -0.32205, -0.08310], [-2.03351, 0.73829, 0.08732], [-2.88153, 0.51638, -0.31752], [-2.21847, 1.49960, 0.65063], [1.48670, -1.44002, 0.45758], [1.36939, -2.38370, 0.62947], [2.42600, -1.27379, 0.60296], [-0.64125, -1.78675, -1.38042], [-0.49357, -1.68514, -2.33039], [-1.26210, -2.52213, -1.30090], [0.76458, 1.35903, -1.07910], [1.65827, 1.65090, -1.30033], [0.24002, 2.16582, -0.99808], [0.24524, 0.93715, 1.96910], [0.93891, 0.67191, 2.58659], [0.40607, 1.87449, 1.80619]],
  "total_charge": 1,
  "homo_lumo_gap_ev": 12.19,
  "homo_energy_ev": -15.395,
  "lumo_ev": -3.2
}


(Q)
{
  "formula": "H10LiO5",
  "method": "the ωB97M-V functional and the def2-TZVPD basis",
  "symbols": ["Li", "O", "H", "H", "O", "H", "H", "O", "H", "H", "O", "H", "H", "O", "H", "H"],
  "coordinates": [[-1.51382, 2.87385, 5.73495], [-1.79308, 1.30135, 4.02184], [-4.61472, 3.05667, 5.02133], [-2.22097, -2.82296, 7.10829], [-5.98013, 2.46248, 8.62737], [-2.18265, 2.50238, 6.99417], [-1.20664, 1.57724, 6.30662], [-4.62239, 1.50363, 4.03486], [-0.63432, 2.23376, 7.04258], [-7.23660, 0.66117, 6.93367], [-4.81335, 0.93135, 8.81104], [-1.71770, 4.29573, 4.92753], [-5.41717, 4.66714, 5.62264], [-4.39032, 6.08051, 5.11761], [-4.11961, 0.67745, 5.75910], [-2.31128, -0.90871, 9.33045]],
  "total_charge": 1,
  "homo_lumo_gap_ev": 2.74,
  "homo_energy_ev": -12.577,
  "lumo_ev": -9.8
}


Referenced to the most stable arrangement, the calculated values in kJ/mol are (P) 0.0; (Q) 6100.4.